[1]
This record from the OMol25 dataset describes 7 unconnected molecules or ions with the total composition C17H45ClNO9PS. The level of theory is ωB97M-V/def2-TZVPD.

```
! wB97M-V def2-TZVPD RIJCOSX def2/J DEFGRID3
* xyz 0 1
N 5.4651 -0.0449 0.3611
C 4.5013 -0.3365 -0.4758
O 3.8000 -0.9140 -1.6632
P 2.0965 -0.5217 -1.3714
C 1.3829 -1.8783 -0.2316
C -0.0970 -2.4336 -0.6656
C -1.1746 -1.2786 -1.1031
C -1.4897 -0.1492 0.0430
S -0.8084 1.5736 -0.3747
O -0.3188 1.7074 -1.8415
O -2.0068 2.5896 -0.2201
Cl 0.6312 2.2363 1.0418
H 1.3999 -0.5665 -2.6597
H 2.1683 -2.7769 -0.2511
H 1.3603 -1.5116 0.8888
H 0.0337 -3.1428 -1.6151
H -0.4672 -3.1455 0.2043
H -0.8312 -0.8337 -2.1465
H -2.2016 -1.8485 -1.3175
H -1.2068 -0.4811 1.1461
H -2.6760 -0.0170 0.0601
C 7.7165 2.4319 -1.9046
C 8.5516 1.4026 -2.6378
O 9.3470 0.6754 -1.7131
H 8.3586 3.1241 -1.3501
H 7.1008 3.0044 -2.6040
H 7.0618 1.9488 -1.1720
H 9.2201 1.8911 -3.3530
H 7.9164 0.6989 -3.1842
H 8.7437 0.2387 -1.0876
C 2.2878 1.8572 4.8582
C 3.4023 0.9149 4.4526
O 2.9947 0.1317 3.3405
H 1.3843 1.2955 5.1173
H 2.5845 2.4651 5.7174
H 2.0225 2.5224 4.0300
H 3.6491 0.2373 5.2754
H 4.3052 1.4695 4.1795
H 2.7859 0.7423 2.6128
C -4.7725 2.4180 -3.4773
C -3.4257 1.7249 -3.4649
O -3.5328 0.4458 -4.0721
H -5.5179 1.8201 -2.9427
H -4.7080 3.4039 -3.0084
H -5.1368 2.5382 -4.5028
H -3.0757 1.5870 -2.4375
H -2.6780 2.3103 -4.0086
H -3.8362 0.5799 -4.9865
C 6.5599 -3.0781 5.3238
C 5.4298 -2.2118 5.8400
O 5.7003 -0.8456 5.5630
H 7.5084 -2.7909 5.7894
H 6.3688 -4.1343 5.5336
H 6.6839 -2.9499 4.2435
H 5.3238 -2.3261 6.9230
H 4.4801 -2.4841 5.3696
H 5.7843 -0.7532 4.5984
C -6.5435 -2.5246 -2.4317
C -5.0892 -2.3986 -2.0277
O -4.7948 -3.3144 -0.9832
H -7.1988 -2.3279 -1.5768
H -6.7879 -1.8218 -3.2332
H -6.7637 -3.5409 -2.7744
H -4.8787 -1.3880 -1.6652
H -4.4273 -2.6065 -2.8739
H -4.9770 -4.2092 -1.3180
C -8.8350 2.2975 -0.1828
C -7.7205 1.3553 -0.5883
O -8.1281 0.5720 -1.7004
H -9.7385 1.7358 0.0763
H -8.5383 2.9055 0.6765
H -9.1003 2.9628 -1.0109
H -7.4737 0.6777 0.2344
H -6.8176 1.9099 -0.8614
H -8.3369 1.1826 -2.4282
*
```

Properties
E_tot: -70914.0881 eV
lowest unoccupied orbital energy: -0.0565 Ha
gap between HOMO and LUMO: 7.7 eV
energy above the lowest of the compared OMol25 structures with the same formula, charge and spin: 4.477 eV
SMILES string: N#COPCCCCS(=O)(=O)Cl.CCO.CCO.CCO.CCO.CCO.CCO

Löwdin population analysis, charges in e, atoms 1 to 6: number 1, N, carries 0.106; number 2, C, carries -0.250; number 3, O, carries -0.376; number 4, P, carries 0.914; number 5, C, carries -0.399; number 6, C, carries -0.259


[2]
This record from the OMol25 dataset describes 4 unconnected molecules or ions with the total composition C17H45F3IN3O6P. The level of theory is ωB97M-V/def2-TZVPD.

```
! wB97M-V def2-TZVPD RIJCOSX def2/J DEFGRID3
* xyz -1 1
C 2.6621 -2.3808 0.3710
C 2.1129 -1.0171 -0.0089
O 1.0242 -0.7287 0.8158
P 0.4255 0.8850 0.8730
O 0.2874 0.8949 -0.8584
I -0.6626 3.2980 0.8382
C 0.4646 0.9042 2.7806
C 1.6109 1.5945 3.5154
O 1.6379 2.9863 3.3962
C 3.0046 1.0282 3.2302
F 2.9935 -0.2898 2.9411
F 3.8007 1.1681 4.3351
F 3.6563 1.6710 2.2189
H 3.5853 -2.5893 -0.1545
H 1.9453 -3.1380 0.0673
H 2.7818 -2.4665 1.4411
H 2.9037 -0.2770 0.0950
H 1.8097 -1.0633 -1.0500
H 1.7178 1.4705 0.7717
H -0.9035 0.3905 0.9304
H 0.4057 1.7750 -1.2034
H -0.4321 1.4126 3.1155
H 0.3879 -0.1133 3.1424
H 1.4838 1.4077 4.5750
H 1.7954 3.2402 2.4834
C -3.4111 -2.2745 -2.9982
C -2.2212 -1.3889 -2.6371
C -1.0806 -1.4400 -3.6614
O -0.2979 -2.6211 -3.6199
C -0.8361 -3.7295 -4.3053
N -1.7671 -1.7165 -1.2894
H -3.2061 -3.3259 -2.7952
H -4.2812 -1.9974 -2.4033
H -3.6771 -2.1789 -4.0541
H -2.5725 -0.3534 -2.6195
H -0.3902 -0.6253 -3.4353
H -1.4597 -1.2825 -4.6824
H -1.3788 -3.4194 -5.2045
H -1.5031 -4.3196 -3.6697
H -0.0028 -4.3670 -4.6036
H -1.0525 -1.0448 -1.0144
H -1.2650 -2.5991 -1.3426
C -2.7033 -7.1404 0.9294
C -2.1240 -5.8301 0.4040
C -1.5306 -4.9300 1.4975
O -2.4907 -4.2680 2.2929
C -3.0176 -5.0169 3.3647
N -3.1388 -5.1380 -0.3932
H -3.6711 -6.9904 1.4072
H -2.8563 -7.8386 0.1065
H -2.0328 -7.6089 1.6530
H -1.2996 -6.0857 -0.2691
H -0.9556 -4.1358 1.0159
H -0.8369 -5.4934 2.1375
H -2.2636 -5.6828 3.7974
H -3.8886 -5.6063 3.0625
H -3.3375 -4.3098 4.1299
H -2.7121 -4.3294 -0.8365
H -3.8084 -4.7305 0.2530
C 3.0642 6.3062 -1.1682
C 1.7168 6.1715 -0.4627
C 0.7507 7.3278 -0.7411
O 1.0422 8.5368 -0.0579
C 2.0251 9.3473 -0.6608
N 1.9416 5.9530 0.9628
H 3.7136 7.0281 -0.6715
H 3.5831 5.3484 -1.1590
H 2.9399 6.6159 -2.2089
H 1.2305 5.2719 -0.8483
H -0.2394 7.0282 -0.3917
H 0.6730 7.5225 -1.8205
H 1.9780 9.2877 -1.7531
H 3.0326 9.0800 -0.3300
H 1.8321 10.3777 -0.3593
H 1.0590 5.7190 1.4107
H 2.2287 6.8338 1.3807
*
```

Properties
E_tot: -60657.3181 eV
lowest unoccupied orbital energy: 0.0979 Ha
gap between HOMO and LUMO: 7.9 eV
energy above the lowest of the compared OMol25 structures with the same formula, charge and spin: 0.230 eV

Löwdin population analysis, charges in e, atoms 1 to 6: number 1, C, carries -0.083; number 2, C, carries -0.370; number 3, O, carries -0.361; number 4, P, carries 0.307; number 5, O, carries -0.411; number 6, I, carries 0.389


[3]
This record from the OMol25 dataset describes a molecular structure, C17H45O23P4V. The level of theory is ωB97M-V/def2-TZVPD.

```
! wB97M-V def2-TZVPD RIJCOSX def2/J DEFGRID3
* xyz 0 1
O -0.0292 -1.3015 -0.7150
V -0.6797 -2.0535 -1.9548
O -0.1266 -3.5221 -2.0267
O -3.2897 -0.2717 -4.3747
C -2.3976 -0.8898 -3.6031
O -1.9427 -0.3221 -2.5594
O -1.9922 -2.0230 -3.9168
H -3.3934 0.6320 -4.0521
C 4.1432 -1.9396 -5.2187
O 3.1316 -1.9123 -4.2068
P 1.6899 -1.4379 -4.5835
O 0.7984 -1.4210 -3.4280
O 1.9309 -0.0459 -5.2429
C 0.7730 0.6807 -5.6721
O 1.2186 -2.3197 -5.7850
C 0.2716 -3.3974 -5.5664
H 4.9951 -2.4701 -4.7990
H 4.4219 -0.9382 -5.5340
H 3.8195 -2.5309 -6.0788
H -0.0241 0.6408 -4.9214
H 0.3750 0.2720 -6.5997
H 1.0592 1.7221 -5.7796
H 0.0179 -3.5337 -4.5212
H 0.7151 -4.3190 -5.9458
H -0.6180 -3.1880 -6.1529
C 3.0278 0.7296 -1.7183
O 4.0807 1.4398 -1.0361
P 3.7789 2.1269 0.3605
O 3.1627 1.2776 1.3675
O 2.9256 3.4126 0.0573
C 3.3258 4.2998 -0.9906
O 5.1879 2.7319 0.6973
C 6.2943 1.8651 0.9821
H 3.4172 -0.2532 -1.9724
H 2.6643 1.2797 -2.5830
H 2.1757 0.5231 -1.0630
H 3.5418 5.2763 -0.5600
H 2.5057 4.3829 -1.7023
H 4.2155 3.9553 -1.5166
H 6.3269 1.6480 2.0461
H 7.1987 2.3989 0.6961
H 6.2358 0.9585 0.3814
C -4.7217 -4.5706 0.1789
O -4.7797 -3.1368 -0.0336
P -3.4453 -2.3097 0.1714
O -2.3482 -2.7458 -0.7015
O -3.0405 -2.4245 1.6536
C -3.9315 -2.0070 2.7045
O -3.9452 -0.8414 0.0314
C -4.7291 -0.4172 -1.0865
H -4.7365 -5.0678 -0.7869
H -5.6223 -4.8423 0.7236
H -3.8433 -4.8624 0.7494
H -3.9512 -2.7957 3.4516
H -4.9479 -1.8599 2.3362
H -3.5518 -1.0782 3.1222
H -5.6613 0.0000 -0.7078
H -4.9750 -1.2399 -1.7599
H -4.1818 0.3331 -1.6489
C 0.7973 3.1955 3.3989
O -0.5775 3.6265 3.2922
P -1.6510 2.6602 2.6913
O -1.9103 1.4375 3.4494
O -2.8920 3.6213 2.5346
C -3.4894 4.1945 3.6807
O -1.1949 2.4618 1.2018
C -1.9874 1.6193 0.3453
H 1.1444 3.4695 4.3950
H 1.3824 3.7460 2.6704
H 0.8954 2.1263 3.2681
H -2.9286 5.0697 4.0175
H -3.5172 3.4872 4.5166
H -4.5061 4.4892 3.4370
H -1.3442 1.0722 -0.3389
H -2.7044 2.2405 -0.1924
H -2.5386 0.8981 0.9496
O 0.1710 -2.3123 4.3292
C 0.9828 -1.5148 3.9295
O 1.7625 -0.7804 4.7474
C 1.5532 -0.9519 6.1555
C 0.5497 0.0549 6.6708
C 1.1871 -1.1487 2.5003
H 2.5369 -0.8530 6.6133
H 1.2144 -1.9701 6.3447
H 1.0007 1.0346 6.8252
H 0.1260 -0.2921 7.6150
H -0.2769 0.1516 5.9659
H 2.2281 -1.2588 2.1988
H 0.9055 -0.1139 2.3204
H 0.5600 -1.7572 1.8614
*
```

Properties
E_tot: -128307.3297 eV
lowest unoccupied orbital energy: 0.0153 Ha
gap between HOMO and LUMO: 9.8 eV
energy above the lowest of the compared OMol25 structures with the same formula, charge and spin: 0.000 eV

Löwdin population analysis, charges in e, atoms 1 to 6: number 1, O, carries -0.318; number 2, V, carries 0.896; number 3, O, carries -0.318; number 4, O, carries 0.135; number 5, C, carries -0.796; number 6, O, carries -0.083